[1]
A structure of composition C29H23N8ReSSe, computed with ωB97M-V/def2-TZVPD.

```
63
C29H23N8ReSSe, DFT ωB97M-V/def2-TZVPD
Re -0.0727 0.3053 0.1062
C 4.3287 -1.9482 1.6716
N 3.3020 -2.6667 0.9344
C 3.5030 -3.7996 0.1790
C 2.3349 -4.1091 -0.3968
N 1.3970 -3.1632 0.0130
C 2.0195 -2.2641 0.8430
S 1.4717 -0.9236 1.7399
C 0.0460 -3.1604 -0.4564
C -0.3883 -4.1377 -1.3425
C -1.6980 -4.0864 -1.7877
C -2.5428 -3.0957 -1.3156
C -2.0205 -2.1813 -0.4235
N -0.7452 -2.1968 -0.0186
H 5.2459 -2.5290 1.6323
H 4.0228 -1.8119 2.7056
H 4.4860 -0.9693 1.2211
H 4.4581 -4.2867 0.1060
H 2.1066 -4.9136 -1.0649
H 0.2604 -4.9222 -1.6947
H -2.0483 -4.8217 -2.4992
H -3.5727 -3.0136 -1.6331
H -2.6362 -1.3940 -0.0044
Se 1.5939 -0.6356 -1.7937
C 1.9521 0.9815 -2.5584
N 2.1768 2.0053 -3.0410
C -1.7137 -1.4338 3.5259
C -2.2573 -0.0328 3.5411
C -2.9181 0.4580 4.6533
C -3.4165 1.7525 4.6721
C -3.2584 2.5658 3.5634
C -2.5795 2.1305 2.4341
C -2.5089 3.0268 1.2281
C -2.0508 0.8187 2.4303
N -1.3656 0.3157 1.3552
H -2.1949 -2.0394 4.2930
H -0.6382 -1.4328 3.7110
H -1.8642 -1.8959 2.5502
H -3.0596 -0.1903 5.5098
H -3.9399 2.1202 5.5451
H -3.6744 3.5666 3.5699
H -2.3006 4.0545 1.5283
H -3.4663 3.0231 0.7007
H -1.7428 2.7088 0.5299
N -1.3066 0.7831 -1.4417
C -2.3591 1.0877 -1.8383
C -3.6472 1.2441 -2.2639
C -4.4771 0.1029 -2.0811
N -5.1267 -0.8306 -1.8880
C -4.1479 2.4327 -2.8526
N -4.5706 3.3893 -3.3344
C 0.7679 1.8816 0.3448
C 1.0897 3.1773 0.8333
C 1.1168 3.4087 2.2167
C 1.3391 4.6857 2.6940
C 1.5245 5.7391 1.8047
C 1.5079 5.5112 0.4352
C 1.3032 4.2343 -0.0575
H 0.9459 2.5777 2.8897
H 1.3564 4.8663 3.7607
H 1.6797 6.7409 2.1831
H 1.6630 6.3295 -0.2552
H 1.2998 4.0345 -1.1217
```

## Properties
E_HOMO	-0.28481	Eh
electronic energy	-4434.79875	hartree
Kohn-Sham gap	6.85	eV
max |F|	3.7	eV/A
lowest unoccupied orbital energy	-0.9	eV

[2]
A cluster of 2 separate species, C4H8BrNO in total, computed with ωB97M-V/def2-TZVPD.

```
15
C4H8BrNO, DFT ωB97M-V/def2-TZVPD
C 0.5826 1.1844 -0.0846
C -0.7976 -0.3635 -1.3837
C 0.6118 -1.3389 0.3558
C -0.0079 -0.1435 -0.1785
N 0.4853 1.6323 1.1857
O 1.2242 1.6860 -0.9768
Br -2.3244 -0.2869 1.6782
H -0.8413 -1.3798 -1.6576
H -1.8997 0.0120 -1.4483
H -0.2447 0.3129 -2.1300
H 1.5782 -1.2655 0.9350
H -0.0229 -1.8820 0.9782
H 0.7004 -1.8581 -0.6089
H 0.0531 1.1369 1.9845
H 0.9029 2.5535 1.3510
```

## Properties
energy above the lowest of the compared OMol25 structures with the same formula, charge and spin	46.2	kcal/mol
E_HOMO (spin up / spin down)	-0.32920 / -0.32921	Eh
electronic energy	-2861.15546	hartree
Kohn-Sham gap (spin up / spin down)	6.80 / 6.81	eV
max |F|	3.6	eV/A
lowest unoccupied orbital energy (spin up / spin down)	-2.2 / -2.2	eV

[3]
A structure of composition C21H25N3O3Pd, computed with ωB97M-V/def2-TZVPD.

```
53
C21H25N3O3Pd, DFT ωB97M-V/def2-TZVPD
C -1.3167 -2.1585 -4.8887
C -2.1105 -1.1676 -5.3430
H -1.7455 -3.0615 -4.4887
H -0.2820 -2.1898 -5.1905
C -2.4809 0.1395 -4.9057
C -2.4865 0.7665 -3.6822
H -2.7773 0.3043 -2.7495
H -2.3872 1.8597 -3.6125
C -2.5476 -1.7144 -6.6831
H -2.2152 -2.7493 -6.8108
H -2.0862 -1.1737 -7.5048
H -3.6206 -1.7221 -6.8464
C -3.0429 1.0011 -6.0308
H -4.0112 0.6234 -6.3825
H -2.3770 0.9344 -6.8938
H -3.1577 2.0464 -5.7284
Pd -0.5577 0.5453 2.1553
O -0.3694 0.0660 0.2116
C 0.7123 0.0156 -0.4522
O 1.8662 1.4684 1.7120
C 2.0373 1.8158 0.5385
O 2.7889 2.8467 0.1442
N 1.5029 1.1568 -0.5818
C 2.7015 2.9511 -1.3173
C 1.8449 1.8211 -1.8309
H 3.7121 2.9144 -1.7237
H 2.2421 3.9114 -1.5518
H 2.3592 1.1264 -2.5009
H 0.9315 2.1878 -2.3232
C 1.1146 -1.2969 -0.8255
C 0.4933 -2.3581 -0.2318
H 2.0413 -1.4136 -1.4121
H -0.5855 -2.3232 0.0275
H 0.9795 -3.3540 -0.1842
N 0.9431 -0.9765 2.5776
C 1.1428 -1.0598 3.9946
C 2.1615 -1.8096 4.5666
C 2.3701 -1.7056 5.9616
C 1.6125 -0.8463 6.7559
C 0.5918 -0.0319 6.1793
C -0.1599 0.9617 6.8490
C -1.0694 1.7663 6.1705
C -1.2315 1.5747 4.7904
N -0.5077 0.6585 4.1271
C 0.3719 -0.1822 4.7714
H 1.7650 -0.5973 2.1029
H 0.7070 -1.8351 2.0781
H 2.7788 -2.4601 3.9415
H 3.1507 -2.3046 6.4341
H 1.7789 -0.7493 7.8362
H 0.0069 1.0910 7.9173
H -1.6554 2.5457 6.6627
H -1.9270 2.1408 4.1710
```

## Properties
E_HOMO (spin up / spin down)	-0.44739 / -0.47839	Eh
electronic energy	-1332.33024	hartree
charge	+2
Kohn-Sham gap (spin up / spin down)	3.62 / 4.55	eV
max |F|	4.1	eV/A
multiplicity	3
lowest unoccupied orbital energy (spin up / spin down)	-8.6 / -8.5	eV

[4]
A structure of composition C26H42BBaN8O4Te, computed with ωB97M-V/def2-TZVPD.

```
83
C26H42BBaN8O4Te, DFT ωB97M-V/def2-TZVPD
Ba -0.3635 -0.1395 0.0025
C 1.1733 -1.7636 -3.0725
C 0.0761 -1.0146 -3.7919
O -0.4542 -0.0467 -2.8974
C -1.7949 0.3744 -3.1791
C -2.8190 -0.6689 -2.7800
O -2.5298 -1.0586 -1.4412
C -3.2453 -2.1913 -0.9520
C -2.5581 -2.6595 0.3186
O -1.1348 -2.7956 0.1691
C -0.6509 -3.8718 -0.6321
C -0.2090 -3.3843 -1.9920
O 0.7472 -2.3310 -1.8280
H 1.9824 -1.0731 -2.8285
H 1.5697 -2.5391 -3.7335
H -0.7056 -1.6944 -4.1391
H 0.5029 -0.5239 -4.6710
H -1.9227 0.6319 -4.2318
H -1.9419 1.2845 -2.5961
H -2.7788 -1.5461 -3.4338
H -3.8211 -0.2399 -2.8602
H -3.2493 -2.9822 -1.7095
H -4.2854 -1.9415 -0.7294
H -2.9978 -3.6081 0.6321
H -2.6928 -1.9416 1.1331
H -1.4132 -4.6452 -0.7549
H 0.1899 -4.3132 -0.0945
H -1.0767 -3.0188 -2.5465
H 0.2353 -4.2120 -2.5526
C 2.7592 2.2683 -1.1643
C 2.4050 2.2940 0.2979
C 3.1796 2.6890 1.3973
C 2.3468 2.5488 2.4859
N 1.1450 2.1031 2.0594
N 1.1853 1.9364 0.7109
B -0.1092 1.8394 2.9772
N -0.0444 0.3281 3.4268
C -0.2836 -0.1745 4.6521
C -0.0252 -1.5287 4.6422
C 0.3857 -1.8098 3.3420
C 0.7726 -3.1465 2.7816
N 0.3692 -0.6876 2.5990
N -1.4723 2.1816 2.2898
C -2.3350 3.1057 2.7679
C -3.4435 3.1348 1.9567
C -3.1957 2.1788 0.9678
C -4.0566 1.8028 -0.2017
N -2.0108 1.6031 1.1709
N 0.0087 2.8123 4.1531
C 0.2568 4.1548 4.0312
C -0.1017 4.7536 5.2026
C -0.6181 3.7114 6.0081
C -1.1778 3.8109 7.3969
N -0.5787 2.5613 5.3653
H 3.7083 2.7691 -1.3399
H 1.9945 2.7728 -1.7530
H 2.8557 1.2442 -1.5397
H 4.1895 3.0676 1.3941
H 2.5336 2.7569 3.5259
H -0.6225 0.4763 5.4419
H -0.1232 -2.2168 5.4663
H 1.6339 -3.5673 3.3042
H 0.9924 -3.0740 1.7159
H -0.0472 -3.8578 2.8866
H -2.1325 3.6800 3.6578
H -4.3144 3.7603 2.0641
H -5.0746 2.1558 -0.0526
H -4.0815 0.7215 -0.3378
H -3.6823 2.2633 -1.1191
H 0.6537 4.5843 3.1280
H -0.0107 5.7975 5.4574
H -0.7426 4.6553 7.9281
H -0.9823 2.9011 7.9616
H -2.2582 3.9596 7.3692
C 3.7552 -3.1458 0.4417
Te 2.7940 -1.2714 0.6696
C 3.6352 -0.7233 2.5226
H 3.4885 -3.7812 1.2845
H 4.8313 -2.9735 0.4244
H 3.4222 -3.5862 -0.4949
H 4.6924 -0.5080 2.3733
H 3.4973 -1.5532 3.2146
H 3.0937 0.1577 2.8544
```

## Properties
energy above the lowest of the compared OMol25 structures with the same formula, charge and spin	32.1	kcal/mol
E_HOMO (spin up / spin down)	-0.48193 / -0.48192	Eh
electronic energy	-2072.92561	hartree
charge	+2
Kohn-Sham gap (spin up / spin down)	7.93 / 4.33	eV
max |F|	1.1	eV/A
multiplicity	2
lowest unoccupied orbital energy (spin up / spin down)	-5.2 / -8.8	eV

[5]
The molecule C16H17ClN4OS, computed with ωB97M-V/def2-TZVPD.

```
40
C16H17ClN4OS, DFT ωB97M-V/def2-TZVPD
O 4.1741 -0.1746 1.9389
C 2.9756 -0.1481 1.7925
N 2.0491 -0.9731 2.3248
C 2.2573 -2.0473 3.1896
C 3.5176 -2.4414 3.6301
C 3.6353 -3.5179 4.4902
C 2.5206 -4.2148 4.9235
C 1.2712 -3.8140 4.4779
Cl -0.1381 -4.6666 5.0036
C 1.1267 -2.7413 3.6184
N 2.4302 0.8581 0.9666
C 1.1342 1.1118 0.6670
N 0.1164 0.4191 1.0703
N -1.0525 0.8830 0.6373
C -0.9803 1.9282 -0.0928
C -2.1280 2.5926 -0.7536
C -2.1984 2.1130 -2.1874
C -1.7383 2.8435 -3.1927
C -1.7648 2.4054 -4.6240
C -2.6689 1.1928 -4.8265
C -2.4014 0.1619 -3.7357
C -2.7829 0.7436 -2.3775
S 0.6827 2.4793 -0.3463
H 1.0785 -0.7744 2.0701
H 4.3902 -1.9047 3.2983
H 4.6143 -3.8196 4.8296
H 2.6148 -5.0534 5.5943
H 0.1463 -2.4413 3.2811
H 3.1294 1.4764 0.5776
H -1.9970 3.6750 -0.7206
H -3.0381 2.3141 -0.2197
H -1.3016 3.8163 -3.0060
H -2.0970 3.2357 -5.2524
H -0.7415 2.1625 -4.9312
H -2.4952 0.7599 -5.8131
H -3.7138 1.5053 -4.7743
H -2.9711 -0.7497 -3.9231
H -1.3403 -0.0968 -3.7367
H -2.4422 0.0903 -1.5701
H -3.8730 0.8117 -2.2979
```

## Properties
energy above the lowest of the compared OMol25 structures with the same formula, charge and spin	0.0	kcal/mol
E_HOMO	-0.31583	Eh
electronic energy	-1772.57585	hartree
Kohn-Sham gap	8.93	eV
max |F|	1.4	eV/A
SMILES	O=C(Nc1cccc(Cl)c1)Nc1nnc(CC2=CCCCC2)s1
lowest unoccupied orbital energy	0.3	eV

[6]
The molecule C2H3NS, computed with ωB97M-V/def2-TZVPD.

```
7
C2H3NS, DFT ωB97M-V/def2-TZVPD
C 0.2709 -0.0686 0.1579
C 1.4817 0.0080 -0.6355
S 3.1050 -0.0926 -0.2699
N 2.7723 -0.0267 1.1924
H -0.4094 0.8016 0.0945
H 0.5751 -0.2533 1.2025
H -0.3577 -0.9085 -0.1644
```

## Properties
energy above the lowest of the compared OMol25 structures with the same formula, charge and spin	137.1	kcal/mol
E_HOMO (spin up / spin down)	-0.30954 / -0.30571	Eh
electronic energy	-530.71620	hartree
Kohn-Sham gap (spin up / spin down)	7.59 / 7.38	eV
max |F|	2.3	eV/A
SMILES	CC#S#N
lowest unoccupied orbital energy (spin up / spin down)	-0.8 / -0.9	eV